{
  "formula": "C2HINP",
  "method": "the ωB97M-V functional and the def2-TZVPD basis",
  "species": ["C", "C", "P", "N", "I", "H"],
  "positions_angstrom": [[1.511, -0.779, 0.357], [0.457, -0.206, 0.344], [-0.929, 0.865, -0.096], [-1.302, 2.294, 0.136], [-2.190, -0.957, -1.143], [2.453, -1.217, 0.402]],
  "lowdin_charge": [0.066, -0.415, 0.244, -0.336, 0.416, 0.025],
  "relative_energy_kj_mol": 163.8,
  "homo_lumo_gap_ev": 8.74
}


{
  "formula": "C27H22F5O2PS4TcTe2",
  "method": "the ωB97M-V functional and the def2-TZVPD basis",
  "species": ["Tc", "C", "C", "C", "C", "C", "C", "P", "C", "C", "C", "C", "C", "C", "C", "C", "C", "C", "C", "C", "C", "C", "C", "C", "H", "H", "H", "H", "H", "H", "H", "H", "H", "H", "H", "H", "H", "H", "H", "H", "O", "C", "S", "C", "C", "S", "S", "S", "F", "Te", "F", "F", "F", "F", "O", "C", "Te", "C", "H", "H", "H", "H", "H", "H"],
  "positions_angstrom": [[-1.312, -0.306, -0.593], [7.390, -1.219, 2.161], [6.852, 0.027, 2.435], [5.514, 0.282, 2.153], [4.707, -0.708, 1.603], [5.258, -1.964, 1.338], [6.591, -2.216, 1.611], [2.949, -0.275, 1.327], [2.707, -0.957, -0.359], [1.488, -1.550, -0.893], [1.452, -1.934, -2.293], [2.543, -1.794, -3.103], [3.689, -1.194, -2.576], [3.774, -0.808, -1.253], [2.145, -1.298, 2.654], [2.879, -2.174, 3.436], [2.318, -2.724, 4.587], [1.025, -2.428, 4.956], [0.223, -1.589, 4.168], [-1.179, -1.437, 4.542], [-2.264, -1.312, 3.751], [-2.411, -1.201, 2.318], [-1.575, -0.748, 1.365], [0.831, -0.997, 3.062], [8.432, -1.418, 2.375], [7.469, 0.805, 2.864], [5.096, 1.259, 2.360], [4.637, -2.752, 0.926], [7.007, -3.193, 1.403], [1.972, -2.628, -0.581], [0.526, -2.394, -2.613], [2.512, -2.113, -4.136], [4.555, -1.047, -3.210], [4.701, -0.374, -0.904], [3.900, -2.418, 3.188], [2.909, -3.399, 5.192], [0.592, -2.876, 5.841], [-1.371, -1.583, 5.599], [-3.211, -1.367, 4.278], [-3.397, -1.478, 1.948], [-1.378, 4.400, 4.837], [-1.284, 3.575, 3.977], [-0.505, 1.989, 4.231], [-0.609, 1.502, 2.565], [-1.175, 2.318, 1.652], [-1.331, 2.008, -0.075], [-1.748, 3.842, 2.283], [-0.024, -0.007, 1.892], [-0.209, -4.221, -1.479], [-0.726, -3.815, 0.266], [-2.420, -4.574, -0.174], [-1.926, -2.215, -1.066], [1.343, -3.749, 0.446], [-0.389, -5.569, 0.882], [0.328, -1.478, -0.244], [-2.371, 1.813, -3.656], [-0.909, 0.307, -3.262], [0.698, 1.708, -3.133], [-2.329, 2.558, -2.865], [-3.347, 1.331, -3.650], [-2.188, 2.265, -4.626], [0.845, 2.212, -4.085], [1.597, 1.152, -2.871], [0.471, 2.418, -2.341]],
  "lowdin_charge": [0.727, -0.075, -0.075, -0.094, -0.420, -0.120, -0.069, 1.157, -0.226, -0.515, -0.028, -0.040, -0.025, -0.077, -0.332, -0.062, -0.039, -0.013, -0.206, -0.075, -0.090, -0.186, -0.508, -0.362, 0.106, 0.106, 0.101, 0.120, 0.108, 0.233, 0.099, 0.122, 0.120, 0.111, 0.091, 0.114, 0.121, 0.111, 0.110, 0.108, -0.043, -0.989, 1.018, -0.843, -1.076, 0.511, 0.996, 1.019, -0.402, 2.031, -0.502, -0.636, -0.510, -0.480, -0.528, -0.434, 1.221, -0.418, -0.019, 0.001, 0.001, 0.004, -0.018, -0.024],
  "s2": 0.757,
  "relative_energy_kj_mol": 471.1,
  "multiplicity": 2,
  "homo_lumo_gap_ev": [5.68, 5.36]
}


{
  "formula": "C6H16",
  "method": "the ωB97M-V functional and the def2-TZVPD basis",
  "species": ["C", "C", "C", "H", "H", "H", "H", "H", "H", "H", "H", "C", "C", "C", "H", "H", "H", "H", "H", "H", "H", "H"],
  "positions_angstrom": [[-1.241, 2.854, -0.381], [-0.580, 1.938, -1.417], [-1.524, 1.354, -2.501], [-2.159, 2.558, 0.070], [-0.515, 3.327, 0.307], [-1.726, 3.714, -1.000], [0.371, 2.446, -2.006], [-0.073, 1.035, -1.020], [-1.121, 0.680, -3.157], [-1.863, 2.142, -3.127], [-2.232, 0.726, -1.971], [1.945, -1.002, 1.493], [1.275, -2.321, 2.076], [0.289, -3.063, 1.017], [1.196, -0.233, 1.161], [2.590, -0.590, 2.182], [2.566, -1.274, 0.584], [2.093, -2.966, 2.476], [0.573, -2.034, 2.881], [-0.496, -3.668, 1.516], [0.929, -3.407, 0.135], [-0.294, -2.215, 0.682]],
  "lowdin_charge": [-0.136, -0.329, -0.128, 0.046, 0.069, 0.096, 0.146, 0.074, 0.029, 0.058, 0.074, -0.124, -0.285, -0.116, 0.068, 0.017, 0.082, 0.091, 0.083, 0.064, 0.085, 0.034],
  "relative_energy_kj_mol": 160.4,
  "homo_lumo_gap_ev": 11.92
}


{
  "formula": "C15H31ClF2N4O4S2",
  "method": "the ωB97M-V functional and the def2-TZVPD basis",
  "species": ["C", "C", "C", "C", "N", "C", "C", "C", "C", "C", "H", "H", "H", "H", "H", "H", "H", "H", "H", "H", "H", "H", "H", "H", "H", "H", "H", "H", "H", "H", "C", "C", "N", "C", "C", "N", "C", "C", "H", "H", "H", "H", "H", "H", "H", "H", "H", "H", "H", "Cl", "N", "S", "O", "O", "F", "S", "O", "O", "F"],
  "positions_angstrom": [[2.863, -5.958, -9.034], [3.274, -4.641, -8.395], [3.174, -3.485, -9.354], [3.781, -2.093, -8.846], [4.621, -1.387, -9.911], [5.143, -0.046, -9.441], [4.640, 1.079, -10.358], [4.320, 0.260, -11.633], [3.700, -0.984, -11.123], [5.774, -2.255, -10.360], [3.400, -6.129, -9.967], [1.838, -5.840, -9.388], [3.074, -6.772, -8.341], [4.346, -4.532, -8.235], [2.714, -4.614, -7.460], [2.128, -3.325, -9.615], [3.584, -3.805, -10.313], [4.294, -2.173, -7.888], [2.957, -1.409, -8.640], [6.233, -0.047, -9.419], [4.858, 0.181, -8.413], [5.338, 1.903, -10.502], [3.777, 1.569, -9.906], [5.276, 0.088, -12.128], [3.681, 0.746, -12.371], [3.742, -1.740, -11.907], [2.656, -0.967, -10.809], [5.473, -3.060, -11.031], [6.280, -2.515, -9.431], [6.344, -1.535, -10.947], [2.737, -1.892, -3.309], [3.840, -2.393, -4.304], [4.043, -3.831, -4.380], [3.312, -4.879, -3.884], [3.770, -6.058, -4.359], [4.823, -5.714, -5.201], [4.904, -4.379, -5.359], [5.543, -6.748, -5.848], [2.837, -0.818, -3.155], [2.947, -2.397, -2.366], [1.680, -1.887, -3.576], [4.786, -1.867, -4.177], [3.482, -2.145, -5.304], [2.461, -4.749, -3.232], [3.615, -7.119, -4.225], [5.508, -3.814, -6.053], [4.747, -7.439, -6.125], [6.129, -7.291, -5.106], [6.177, -6.510, -6.702], [6.704, -1.269, -6.567], [9.387, -3.342, -2.537], [9.928, -4.794, -2.815], [11.152, -4.935, -3.559], [9.053, -5.985, -2.989], [10.387, -4.945, -1.294], [9.157, -3.068, -4.152], [8.404, -4.033, -4.984], [10.259, -2.355, -4.738], [7.978, -1.930, -4.003]],
  "lowdin_charge": [-0.108, -0.288, -0.194, -0.093, -0.227, -0.154, -0.133, -0.177, -0.103, 0.029, 0.065, 0.071, 0.068, 0.098, 0.106, 0.102, 0.092, 0.066, 0.117, 0.108, 0.095, 0.116, 0.109, 0.115, 0.119, 0.125, 0.133, 0.097, 0.094, 0.096, -0.090, -0.200, -0.092, -0.105, -0.078, -0.179, -0.109, -0.053, 0.059, 0.065, 0.055, 0.096, 0.082, 0.100, 0.103, 0.062, 0.064, 0.092, 0.095, -0.377, -0.265, 0.446, -0.310, -0.347, -0.232, 0.514, -0.337, -0.299, -0.305],
  "charge": -1,
  "s2": 0.756,
  "multiplicity": 2,
  "homo_lumo_gap_ev": [2.44, 6.31]
}


{
  "formula": "C3H3F3N3O3S",
  "method": "the ωB97M-V functional and the def2-TZVPD basis",
  "species": ["C", "C", "C", "N", "N", "N", "O", "O", "O", "F", "F", "F", "S", "H", "H", "H"],
  "positions_angstrom": [[-0.950, 0.740, 0.613], [0.354, 0.731, -1.374], [1.384, -0.368, 0.484], [0.132, -0.393, 1.102], [-0.633, 1.246, -0.635], [1.319, -0.082, -0.957], [-2.077, 0.037, 0.658], [-0.959, -1.840, -0.538], [-1.756, -2.194, 1.820], [-0.946, 1.864, 1.404], [0.443, 1.077, -2.622], [2.101, 0.595, 1.107], [-1.275, -1.391, 0.793], [1.935, -1.370, 0.831], [-0.990, 2.033, -1.119], [1.917, -0.686, -1.565]],
  "lowdin_charge": [-0.547, -0.400, -0.361, 0.077, 0.303, 0.318, 0.035, -0.202, -0.118, 0.162, 0.180, 0.114, 0.772, 0.239, 0.200, 0.226],
  "charge": 1,
  "s2": 2.007,
  "multiplicity": 3,
  "homo_lumo_gap_ev": [7.46, 6.06]
}


{
  "formula": "C5H6O2",
  "method": "the ωB97M-V functional and the def2-TZVPD basis",
  "species": ["O", "C", "C", "C", "C", "C", "O", "H", "H", "H", "H", "H", "H"],
  "positions_angstrom": [[-0.867, 0.892, -1.763], [-0.084, 1.587, -0.821], [0.118, 0.920, 0.465], [-0.288, 0.061, 1.268], [0.394, -1.179, 1.705], [0.261, -1.217, 0.186], [-0.922, -1.459, -0.132], [-1.549, 0.377, -1.306], [-0.517, 2.551, -0.540], [0.874, 1.781, -1.314], [-0.118, -2.053, 2.096], [1.251, -0.849, 2.293], [1.069, -1.059, -0.552]],
  "lowdin_charge": [-0.044, -0.267, 0.023, -0.020, -0.049, -0.347, -0.039, 0.089, 0.123, 0.129, 0.117, 0.121, 0.164],
  "relative_energy_kj_mol": 502.7,
  "homo_lumo_gap_ev": 9.91
}